Entry 1:
{"formula": "C5H7NO", "method": "ωB97M-V/def2-TZVPD", "species": ["O", "C", "C", "C", "C", "C", "N", "H", "H", "H", "H", "H", "H", "H"], "xyz": [[1.41, 0.04, 2.26], [0.73, -0.06, 1.25], [-0.68, 0.52, 1.14], [-0.98, 1.01, -0.25], [-0.50, 0.35, -1.30], [0.38, -0.85, -1.08], [1.16, -0.70, 0.13], [-0.79, 1.29, 1.90], [-1.38, -0.29, 1.40], [-1.57, 1.92, -0.37], [-0.70, 0.67, -2.32], [1.06, -0.98, -1.93], [-0.22, -1.77, -1.01], [2.07, -1.14, 0.20]], "orbital_gap_ev": 10.275, "relative_energy_kj_mol": 17.1, "e_homo_ev": -9.397}

=====

Entry 2:
{"formula": "C5H7NO", "method": "ωB97M-V/def2-TZVPD", "species": ["C", "C", "C", "N", "C", "C", "O", "H", "H", "H", "H", "H", "H", "H"], "xyz": [[-2.33, -0.49, 0.01], [-1.00, 0.11, -0.07], [-0.57, 1.41, -0.01], [0.80, 1.39, -0.04], [1.14, 0.18, -0.09], [2.50, -0.42, 0.03], [0.12, -0.71, -0.09], [-3.06, 0.37, -0.06], [-2.59, -1.10, 0.92], [-2.47, -1.17, -0.81], [-1.12, 2.30, 0.06], [2.71, -1.16, -0.80], [3.30, 0.31, -0.02], [2.58, -1.00, 0.96]], "orbital_gap_ev": 9.740, "relative_energy_kj_mol": 42.3, "e_homo_ev": -8.749}

=====

Entry 3:
{"formula": "C5H7NO", "method": "ωB97M-V/def2-TZVPD", "species": ["O", "C", "C", "C", "C", "C", "N", "H", "H", "H", "H", "H", "H", "H"], "xyz": [[-0.16, -2.47, -1.62], [-0.12, -1.29, -0.94], [-0.33, -1.18, 0.37], [-0.32, 0.17, 1.02], [0.85, 1.15, 0.67], [-0.31, 1.92, 0.10], [-1.28, 1.14, 0.39], [0.04, -2.31, -2.55], [0.07, -0.41, -1.55], [-0.51, -2.07, 0.96], [-0.50, 0.08, 2.09], [1.58, 0.77, -0.04], [1.37, 1.61, 1.52], [-0.39, 2.88, -0.42]], "orbital_gap_ev": 9.492, "relative_energy_kj_mol": 238.9, "e_homo_ev": -8.750}

=====

Entry 4:
{"formula": "C5H7NO", "method": "ωB97M-V/def2-TZVPD", "species": ["C", "C", "C", "N", "C", "O", "C", "H", "H", "H", "H", "H", "H", "H"], "xyz": [[-1.88, 0.60, -0.17], [-0.45, 0.22, 0.08], [0.65, 1.10, 0.14], [1.84, 0.49, 0.24], [1.45, -0.83, 0.77], [2.06, -1.48, 1.55], [0.11, -1.06, 0.10], [-2.01, 1.68, -0.07], [-2.55, 0.10, 0.53], [-2.18, 0.31, -1.18], [0.60, 2.17, -0.02], [1.76, -0.32, -1.02], [-0.42, -2.00, 0.15], [1.03, -0.99, -1.11]], "orbital_gap_ev": 9.519, "relative_energy_kj_mol": 376.5, "e_homo_ev": -9.787}